82
Properties=species:S:1:pos:R:3:mulliken_charge:R:1 method="wB97M-V/def2-TZVPD" charge=0 de_lowest_ev=0.028
K 0.22284 1.61723 -1.39047 0.84
C 4.13632 0.80687 -2.04204 -1.45
P 3.29341 1.75477 -0.70018 0.77
C 4.49231 3.15289 -0.57010 -1.44
C 3.77168 0.80448 0.79486 -0.01
C 5.00167 0.16991 0.94643 -0.43
C 5.30242 -0.51421 2.11323 -0.86
C 4.37837 -0.55537 3.14716 -0.69
C 3.15161 0.07615 3.01122 -0.50
C 2.82953 0.75499 1.83838 0.18
P 1.20681 1.55034 1.51505 1.39
C 0.24566 1.06323 3.01064 -1.78
C 1.58512 3.28346 2.01723 -1.17
H 5.22160 0.80641 -1.93875 0.47
H 3.87529 1.27092 -2.99424 0.44
H 3.76520 -0.21823 -2.05083 0.31
H 5.49161 2.79278 -0.32400 0.48
H 4.16780 3.86102 0.19116 0.30
H 4.51342 3.67020 -1.53065 0.47
H 5.73529 0.20407 0.14954 0.29
H 6.25664 -1.01529 2.21778 0.41
H 4.61372 -1.08123 4.06410 0.39
H 2.44343 0.03057 3.82835 0.32
H 0.71516 1.39166 3.93956 0.47
H 0.10604 -0.01799 3.02597 0.43
H -0.73567 1.53068 2.93264 0.42
H 2.17763 3.30497 2.93225 0.33
H 0.63705 3.79887 2.17697 0.46
H 2.11176 3.79965 1.21571 0.11
I -3.01009 2.48454 -2.26250 -0.02
C -2.70158 4.54336 -1.78003 -0.09
C -3.82779 5.30486 -1.66124 -0.65
C -3.69725 6.67649 -1.36400 -0.45
C -2.45527 7.22459 -1.21841 -0.85
C -1.28829 6.43564 -1.35331 1.09
C -0.00272 7.01079 -1.23223 -0.87
C 1.10989 6.22981 -1.36680 -0.84
C 0.97923 4.84172 -1.59594 -0.09
C -0.23387 4.18807 -1.73605 -0.94
C -1.38144 5.03235 -1.62644 0.93
H -4.81074 4.87410 -1.79525 0.37
H -4.58896 7.28187 -1.25992 0.37
H -2.34741 8.28207 -1.00096 0.33
H 0.08138 8.07527 -1.04164 0.32
H 2.09519 6.68172 -1.29205 0.39
H 1.90527 4.26569 -1.67735 0.16
Cl -1.51092 -8.90185 2.62079 -0.20
C -1.67956 -7.64222 1.45072 0.47
C -0.56269 -6.95868 1.00212 -1.22
C -0.71814 -5.95584 0.06054 0.55
C -1.96078 -5.60885 -0.45593 -0.53
C -2.16485 -4.51570 -1.48520 0.10
C -0.93392 -4.16458 -2.36246 -1.73
N -0.08108 -3.10491 -1.85808 0.33
C 1.15580 -3.20439 -1.26302 -0.50
C 1.55424 -1.92529 -1.00443 -0.95
N 0.59760 -1.04235 -1.43594 0.34
C -0.36243 -1.78202 -1.93835 -0.51
O -2.75668 -3.33430 -0.96593 -0.42
C -2.51080 -2.99405 0.40001 0.10
C -3.46151 -1.90160 0.77190 -0.54
C -3.13775 -0.57820 0.79471 0.15
Cl -1.60701 0.09166 0.45439 0.41
S -4.47493 0.43051 1.19534 -0.11
C -5.48597 -0.94517 1.37579 -0.38
C -4.83038 -2.10271 1.11152 -1.10
C -3.06603 -6.31520 0.02943 0.89
Cl -4.66056 -5.92506 -0.52155 -0.18
C -2.93818 -7.32282 0.96946 -0.77
H 0.41668 -7.20704 1.38663 0.42
H 0.16077 -5.42334 -0.26582 0.11
H -2.90914 -4.89557 -2.18907 0.78
H -1.32142 -3.82846 -3.32299 0.39
H -0.33876 -5.05895 -2.53784 0.49
H 1.66139 -4.14270 -1.11739 0.53
H 2.45955 -1.58898 -0.52277 0.44
H -1.28527 -1.41162 -2.35850 0.50
H -1.47578 -2.66401 0.54213 0.32
H -2.68689 -3.85830 1.04464 0.42
H -6.51930 -0.81401 1.65427 0.43
H -5.29307 -3.07912 1.15318 0.40
H -3.81150 -7.85101 1.32484 0.45

85
Properties=species:S:1:pos:R:3:mulliken_charge:R:1 method="wB97M-V/def2-TZVPD" charge=-2 de_lowest_ev=1.032
Ir 2.15114 -0.40178 0.08727 1.67
C -2.65899 -0.54479 -0.98754 -0.66
C -3.27776 0.84973 -0.95353 -0.21
C -2.54086 1.86515 -0.07477 -0.96
Sb -2.82109 1.92803 2.09189 1.01
C -2.63573 4.11867 2.02260 -0.10
C -1.34979 4.61223 1.77565 -0.43
C -1.11541 5.97534 1.65737 -0.60
C -2.16122 6.88082 1.78892 -0.36
C -3.43961 6.40853 2.05020 -0.54
C -3.66785 5.04080 2.16879 -0.19
C -4.99372 1.88074 1.97418 0.12
C -5.66662 1.04221 2.86374 -0.56
C -7.04648 0.88832 2.81567 -0.56
C -7.78673 1.58220 1.86866 -0.46
C -7.13790 2.42702 0.97751 -0.69
C -5.75647 2.57126 1.03372 -0.05
Sb -3.01446 -1.37163 0.97991 0.80
C -2.41631 -3.12752 2.14874 0.35
C -2.87353 -2.96322 3.45479 -0.68
C -2.70173 -3.95186 4.41707 -0.58
C -2.05826 -5.13241 4.08196 -0.33
C -1.59260 -5.30862 2.78482 -0.73
C -1.76542 -4.31770 1.82764 -0.25
C -4.84677 -2.32415 0.35400 0.08
C -5.97248 -1.53376 0.10534 0.16
C -7.17008 -2.09874 -0.31291 -0.80
C -7.26782 -3.47292 -0.48682 -0.40
C -6.16067 -4.27205 -0.23762 -0.70
C -4.96439 -3.70171 0.18152 -0.29
H -1.59300 -0.51118 -1.20866 -0.09
H -3.15546 -1.18514 -1.71663 0.57
H -4.33592 0.79041 -0.67862 0.00
H -3.26819 1.23866 -1.98008 0.52
H -2.81500 2.88000 -0.37362 0.64
H -1.46494 1.76692 -0.21284 0.19
H -0.52209 3.91430 1.66610 0.41
H -0.11024 6.32983 1.45894 0.39
H -1.97998 7.94529 1.69497 0.33
H -4.26492 7.10353 2.16145 0.36
H -4.67470 4.69542 2.38119 0.37
H -5.09509 0.47516 3.59179 0.23
H -7.54073 0.21104 3.50228 0.39
H -8.86210 1.45769 1.81827 0.39
H -7.70729 2.96986 0.23150 0.35
H -5.26610 3.22801 0.32215 0.37
H -3.37043 -2.03625 3.73029 0.23
H -3.06053 -3.79172 5.42772 0.37
H -1.90944 -5.90577 4.82705 0.34
H -1.07849 -6.22422 2.51484 0.36
H -1.38034 -4.45632 0.82854 0.46
H -5.92626 -0.46059 0.26096 0.00
H -8.03010 -1.46297 -0.49240 0.40
H -8.20144 -3.91809 -0.81137 0.34
H -6.22601 -5.34619 -0.37011 0.38
H -4.10969 -4.33983 0.37348 0.34
N 0.18010 1.38648 1.64841 -1.03
C 0.92032 0.69120 1.08387 0.50
Cl 0.53030 1.50887 -6.42859 -0.30
C 1.18890 1.45177 -4.80059 0.60
C 0.70112 2.31731 -3.84039 -0.94
C 1.23934 2.27146 -2.56117 -0.05
C 2.25551 1.37698 -2.22667 0.34
C 2.80404 1.31375 -0.84008 -1.73
C 2.70500 0.50282 -3.21898 0.08
C 2.18327 0.53578 -4.50094 -0.92
H -0.09162 3.01144 -4.08701 0.39
H 0.85213 2.93512 -1.79530 0.33
H 2.49533 2.20554 -0.28819 0.47
H 3.89912 1.29497 -0.85798 0.49
H 3.45633 -0.23565 -2.96331 0.36
H 2.52988 -0.15457 -5.25844 0.39
C 4.14502 -2.95814 1.37452 -0.88
S 4.59420 -1.47920 0.49696 1.28
O 6.02908 -1.42573 0.42508 -0.68
O 3.87806 -1.54138 -0.80204 -0.68
O 3.97110 -0.33464 1.24278 -0.78
H 4.96947 -3.22623 2.03053 0.41
H 3.95160 -3.72879 0.63251 0.30
H 3.22767 -2.76818 1.92373 0.20
O -0.98411 -2.63188 -0.33906 -0.47
S 0.42916 -2.42216 -0.64549 0.95
O 0.94543 -3.36434 -1.61067 -0.77
O 1.24669 -2.39156 0.62803 -0.84
O 0.62278 -0.97250 -1.15366 -0.74

76
Properties=species:S:1:pos:R:3:mulliken_charge:R:1 method="wB97M-V/def2-TZVPD" charge=+1 de_lowest_ev=0.109
C 3.34070 -2.59178 2.81926 -1.08
C 2.76445 -1.38193 2.28768 0.53
C 2.87200 -0.67940 1.11953 -1.22
C 2.15306 0.54249 1.30484 -0.25
C 1.70923 0.54476 2.62163 -0.20
C 0.91574 1.44698 3.45978 0.06
N 0.87419 2.79500 2.93480 0.08
C 2.04318 3.65033 2.91915 -1.05
C -0.25710 3.03995 2.20016 0.28
O -0.55515 4.09415 1.65494 -0.67
C -1.05512 1.72730 2.23248 0.61
C -2.55405 2.00682 2.25920 -1.36
C -3.46868 0.80462 2.26646 0.58
C -4.43189 0.62614 3.27407 -0.43
C -5.19229 -0.55041 3.32319 -0.60
C -5.05066 -1.51566 2.31137 -0.52
C -4.21481 -1.26038 1.21191 -0.57
C -3.42418 -0.09810 1.19089 -0.28
N -0.48582 1.09392 3.38402 -0.04
O 2.01962 -0.65608 3.18504 -0.07
H 3.88949 -3.11543 2.03405 0.39
H 4.04406 -2.35887 3.63388 0.19
H 2.56408 -3.25534 3.22358 0.25
H 3.40757 -0.98493 0.22592 0.45
H 2.00354 1.32841 0.56451 0.63
H 1.29837 1.42317 4.49573 0.30
H 1.86989 4.48061 2.22233 0.35
H 2.23364 4.05868 3.92691 0.30
H 2.94044 3.08921 2.61143 0.37
H -0.78618 1.19927 1.28975 0.20
H -2.77091 2.65518 3.11523 0.44
H -2.75767 2.57562 1.33996 0.30
H -4.56846 1.42455 4.01445 0.34
H -5.88627 -0.71115 4.15524 0.44
H -5.62054 -2.44337 2.36375 0.42
H -4.16359 -1.96813 0.37798 0.38
H -2.78438 0.12373 0.32778 0.40
H -0.73653 0.13043 3.58220 0.14
C -3.84472 -4.47342 7.82501 -1.36
C -2.57500 -3.85659 7.31988 1.06
C -2.59591 -2.95836 6.23110 -0.98
C -1.44734 -2.29632 5.83214 -0.57
C -0.20140 -2.52091 6.50801 0.97
C 0.92027 -1.71540 6.21114 -0.14
C 2.17936 -1.75836 6.89665 0.00
C 2.33430 -2.14713 8.26107 -1.20
C 3.58514 -2.35127 8.82994 -0.28
C 4.72322 -1.95829 8.10925 0.41
O 5.96919 -1.94615 8.73147 -0.44
C 6.72578 -3.11695 8.84028 0.54
C 7.91546 -3.18189 8.09851 -0.39
C 8.58185 -4.40139 8.01406 -0.34
C 8.14756 -5.50372 8.75397 -0.52
C 7.03408 -5.37707 9.59015 -0.47
C 6.30396 -4.18492 9.63808 -0.34
C 4.62021 -1.45224 6.80238 -0.47
C 3.37316 -1.36227 6.21708 -0.79
C -0.17230 -3.58407 7.47084 -0.72
C -1.34058 -4.17618 7.90988 -0.86
H -3.69674 -4.92227 8.81506 0.37
H -4.62622 -3.70606 7.91196 0.37
H -4.22486 -5.25816 7.15129 0.32
H -3.54118 -2.76536 5.70712 0.55
H -1.47115 -1.56651 5.01681 0.35
H 0.82496 -0.98557 5.40359 0.13
H 1.45440 -2.29085 8.87971 0.89
H 3.68934 -2.76853 9.83315 0.45
H 8.25968 -2.28908 7.56376 0.42
H 9.45851 -4.48030 7.37098 0.36
H 8.69482 -6.45137 8.70241 0.37
H 6.72045 -6.21074 10.21244 0.37
H 5.41461 -4.07815 10.26797 0.25
H 5.51642 -1.13520 6.25321 0.46
H 3.27419 -0.95822 5.21215 0.96
H 0.78644 -3.90147 7.88310 0.79
H -1.30256 -4.89470 8.74193 0.34